# 1
Here is a cluster of 4 separate species, C3H14N2O2S in total from the Open Molecules 2025 dataset. Energies are from ωB97M-V/def2-TZVPD.

Each line ends with the Mulliken charge.
Cartesian coordinates (Å):
N: 0.849 -0.859 0.623  -0.21
C: 0.922 -0.674 -0.789  -0.20
C: 1.962 0.385 -1.051  -0.58
S: 1.451 1.879 -0.063  -0.05
C: -0.420 -0.222 -1.459  -0.17
N: -1.637 -1.151 -1.246  -0.53
H: 0.952 0.019 1.123  0.29
H: -0.232 3.552 2.429  0.03
H: 0.481 3.734 2.302  -0.04
H: 1.073 -1.755 -1.262  0.30
H: 3.008 0.118 -0.714  0.39
H: 1.775 0.690 -2.106  0.34
H: -0.337 0.075 -2.540  0.27
H: -0.651 0.668 -0.786  0.23
H: -2.500 -0.627 -1.483  0.32
H: -1.671 -1.406 -0.220  0.24
H: -1.230 -2.938 1.439  0.20
H: 0.050 -1.447 0.999  0.21
O: -1.479 -2.052 1.614  -1.06
H: -2.431 0.768 1.971  0.23
H: -1.823 -0.638 1.493  0.45
O: -2.138 0.334 1.202  -0.67

ΔE to the lowest compared entry with this formula, charge and spin (kJ/mol): 677.3
LUMO level (eV): -4.568
HOMO-LUMO gap (Eh): 0.159
Max |F| (eV/A): 3.58
Net charge: 0
DFT total energy (eV): -21241.35821

# 2
Here is a cluster of 2 separate species, C3H10OS in total from the Open Molecules 2025 dataset. Energies are from ωB97M-V/def2-TZVPD.

Each line ends with the Mulliken charge.
Cartesian coordinates (Å):
C: -0.836 0.054 2.163  -0.93
C: 0.169 0.987 1.526  -0.52
S: -0.316 1.728 -0.062  -0.10
C: -0.104 0.321 -1.145  -0.99
H: -1.173 -0.684 1.431  0.26
H: -1.718 0.535 2.548  0.28
H: -0.363 -0.533 2.945  0.30
H: 1.204 0.676 1.410  0.36
H: 0.250 1.862 2.173  0.32
H: -0.062 0.669 -2.183  0.41
H: 0.874 -0.157 -1.045  0.20
H: -0.901 -0.414 -1.076  0.37
H: 1.594 -1.391 -2.460  0.34
H: 0.262 -1.638 -3.215  0.33
O: 1.121 -2.015 -3.010  -0.63

ΔE to the lowest compared entry with this formula, charge and spin (kJ/mol): 25.7
LUMO level (eV): 0.762
HOMO-LUMO gap (Eh): 0.350
Max |F| (eV/A): 1.59
SMILES: CCSC.O
Net charge: 0
DFT total energy (eV): -16155.59955

# 3
Here is a structure of composition CH7N6 from the Open Molecules 2025 dataset. Energies are from ωB97M-V/def2-TZVPD.

Each line ends with the Mulliken charge.
Cartesian coordinates (Å):
C: -0.604 -0.538 0.221  -0.01
N: 1.635 -1.215 -0.367  0.39
N: 0.992 -0.694 -1.436  -0.17
N: 1.094 -1.220 0.705  -0.47
N: -0.203 -0.103 -1.063  -0.17
N: -1.155 0.422 0.977  0.01
N: -0.762 1.752 0.758  -0.63
H: -1.099 -1.503 0.281  0.40
H: 2.585 -1.584 -0.527  0.30
H: 1.223 -0.883 -2.403  0.26
H: -1.674 0.162 1.808  0.22
H: -0.127 0.926 -1.033  0.36
H: -0.338 2.158 1.587  0.26
H: -1.567 2.321 0.492  0.25

ΔE to the lowest compared entry with this formula, charge and spin (kJ/mol): 421.2
LUMO level (eV): -3.927
HOMO-LUMO gap (Eh): 0.368
Max |F| (eV/A): 1.21
Net charge: +1
DFT total energy (eV): -10080.03781